1.
{"formula": "C36H46MnN3OPS", "method": "ωB97M-V/def2-TZVPD", "elements": ["Mn", "C", "C", "C", "C", "C", "C", "C", "C", "C", "C", "C", "C", "H", "H", "H", "H", "H", "H", "H", "H", "H", "H", "H", "H", "H", "H", "H", "H", "H", "H", "O", "N", "C", "C", "C", "C", "C", "C", "C", "P", "C", "C", "C", "C", "C", "C", "C", "C", "C", "C", "C", "C", "H", "H", "H", "H", "H", "H", "H", "H", "H", "H", "H", "H", "H", "H", "H", "H", "C", "C", "N", "C", "S", "N", "C", "C", "H", "H", "H", "H", "H", "H", "H", "H", "H", "H", "H", "H"], "coordinates": [[0.28960, 0.00958, -0.04752], [-0.38172, 1.02093, 3.41540], [0.52572, 1.10586, 2.21551], [1.52604, 0.11761, 2.09349], [1.56505, -1.02927, 3.06764], [2.53531, 0.26816, 1.13744], [3.73560, -0.64839, 1.13234], [2.46182, 1.33284, 0.21305], [3.54225, 1.47273, -0.82758], [1.47560, 2.33244, 0.33216], [1.56072, 3.52043, -0.60208], [0.53537, 2.25405, 1.36053], [-0.33658, 3.43634, 1.68720], [-1.11447, 0.22084, 3.32146], [-0.91320, 1.94612, 3.60756], [0.20938, 0.78652, 4.30088], [2.07483, -0.71857, 3.98656], [2.09746, -1.87897, 2.65473], [0.56298, -1.35762, 3.34540], [3.59227, -1.51253, 0.47389], [3.93962, -1.02471, 2.13188], [4.62456, -0.11841, 0.79737], [4.37978, 2.03459, -0.39734], [3.20615, 2.01571, -1.70448], [3.92723, 0.50607, -1.14323], [1.33196, 3.24033, -1.63540], [2.57494, 3.92137, -0.60714], [0.89852, 4.32942, -0.31985], [0.22186, 4.09417, 2.36417], [-1.26141, 3.16721, 2.18396], [-0.59369, 4.01738, 0.81222], [1.41988, 0.19580, -2.34267], [0.06402, 0.22539, -2.04485], [-0.77829, 0.16691, -2.98675], [-2.22318, 0.09544, -2.80503], [-2.95179, 0.10939, -3.98932], [-4.33723, 0.04020, -3.96723], [-4.99108, -0.04428, -2.75095], [-4.26856, -0.05638, -1.56068], [-2.88218, 0.00826, -1.57277], [-2.14311, 0.03011, 0.10330], [-2.68309, -1.51094, 0.86786], [-2.98594, -2.57789, 0.00847], [-3.50950, -3.75224, 0.51962], [-3.71320, -3.89156, 1.89021], [-3.36101, -2.86384, 2.75338], [-2.84538, -1.67523, 2.24765], [-2.90894, 1.50489, 0.78491], [-2.91066, 2.62296, -0.06436], [-3.58294, 3.77678, 0.29698], [-4.25725, 3.83148, 1.51377], [-4.26004, 2.72880, 2.36109], [-3.59151, 1.56448, 2.00241], [1.55166, 0.02190, -3.28947], [-0.39920, 0.15539, -4.00714], [-2.42877, 0.17983, -4.93888], [-4.89791, 0.05381, -4.89473], [-6.07289, -0.10007, -2.71690], [-4.80680, -0.11407, -0.61933], [-2.87106, -2.47963, -1.06356], [-3.79188, -4.55198, -0.15648], [-4.15835, -4.79998, 2.28392], [-3.51938, -2.96759, 3.82096], [-2.60080, -0.89208, 2.94438], [-2.40728, 2.59212, -1.02486], [-3.58999, 4.63122, -0.37002], [-4.79504, 4.73068, 1.79482], [-4.80285, 2.76329, 3.29830], [-3.65433, 0.71535, 2.66155], [0.68362, -6.72102, 2.19638], [-0.45843, -5.82301, 1.75840], [0.00296, -4.48141, 1.31240], [0.16293, -3.95918, 0.10652], [0.78999, -2.32042, 0.04244], [0.00095, -4.60632, -1.04091], [-0.17531, -6.05984, -1.32681], [0.25150, -6.34180, -2.75342], [0.28851, -7.67346, 2.55531], [1.25099, -6.26829, 3.01425], [1.37585, -6.92402, 1.37596], [-1.13637, -5.63640, 2.58729], [-1.05284, -6.26598, 0.97361], [0.30408, -3.86069, 2.04613], [0.17697, -4.02824, -1.84543], [-1.21455, -6.34147, -1.17999], [0.43900, -6.62210, -0.63268], [-0.32858, -5.74700, -3.46610], [0.07560, -7.39129, -2.98798], [1.31455, -6.13662, -2.89600]], "s_squared": 6.40, "multiplicity": 5, "homo_energy_ev": [-16.60, -17.07], "largest_force_ev_per_a": 1.2, "total_charge": 3, "lumo_energy_ev": [-11.30, -9.12]}

***

2.
{"formula": "C36H47AuGeNO3P2", "method": "ωB97M-V/def2-TZVPD", "elements": ["Au", "O", "P", "C", "P", "O", "C", "C", "C", "C", "C", "C", "C", "C", "C", "C", "C", "C", "C", "C", "C", "C", "C", "C", "C", "C", "C", "C", "C", "C", "H", "H", "H", "H", "H", "H", "H", "H", "H", "H", "H", "H", "H", "H", "H", "H", "H", "H", "H", "H", "H", "H", "N", "C", "O", "C", "C", "H", "H", "H", "H", "H", "H", "C", "C", "C", "C", "Ge", "C", "C", "C", "C", "H", "H", "H", "H", "H", "H", "H", "H", "H", "H", "H", "H", "H", "H", "H", "H", "H", "H", "H"], "coordinates": [[-0.00963, -0.25944, 0.61562], [1.92372, -0.14969, 0.23358], [2.82854, 1.08847, -0.12371], [2.57683, 2.47645, 1.00698], [0.84075, 3.06677, 1.00454], [-0.00048, 2.03448, 0.26658], [0.78148, 4.64352, 0.20450], [0.16063, 4.74327, -1.03980], [0.13743, 5.96816, -1.69036], [0.73305, 7.07617, -1.10459], [1.35847, 6.97413, 0.13464], [1.38419, 5.75888, 0.79458], [0.34582, 3.24038, 2.71825], [-0.71856, 4.10036, 3.00494], [-1.22145, 4.17823, 4.29581], [-0.66375, 3.40703, 5.30795], [0.39818, 2.55235, 5.03322], [0.90089, 2.46745, 3.74322], [4.52018, 0.57993, 0.04496], [4.86938, -0.76745, -0.05226], [6.19849, -1.14415, 0.03939], [7.18218, -0.18179, 0.22188], [6.84096, 1.16124, 0.31308], [5.51446, 1.54682, 0.22751], [2.43363, 1.64928, -1.76578], [3.12277, 2.74709, -2.28330], [2.84050, 3.19374, -3.56387], [1.87862, 2.54728, -4.32856], [1.19197, 1.45389, -3.81593], [1.46929, 1.00395, -2.53617], [3.21492, 3.29428, 0.66381], [2.93039, 2.18835, 1.99730], [-0.29747, 3.87044, -1.48762], [-0.34771, 6.05941, -2.65263], [0.70810, 8.03082, -1.61297], [1.81715, 7.84398, 0.58441], [1.86005, 5.68537, 1.76687], [-1.14250, 4.71911, 2.22300], [-2.03293, 4.85847, 4.51704], [-1.04055, 3.48942, 6.31893], [0.85130, 1.97819, 5.83089], [1.74685, 1.81477, 3.55767], [4.10868, -1.51947, -0.20406], [6.46930, -2.18862, -0.03162], [8.21990, -0.47834, 0.29303], [7.60905, 1.90890, 0.45503], [5.27362, 2.59988, 0.30139], [3.88798, 3.25360, -1.70632], [3.37556, 4.04264, -3.96699], [1.66782, 2.89338, -5.33154], [0.44623, 0.95269, -4.41843], [0.93577, 0.14620, -2.14221], [-3.86001, 0.11530, 1.76847], [-2.56991, -0.03546, 1.72672], [-2.00249, -0.38828, 0.62912], [-1.64318, 0.18176, 2.86992], [-0.45762, -0.72375, 2.60954], [-4.42096, -0.00126, 0.93289], [-4.33678, 0.35605, 2.62646], [-2.06088, -0.02516, 3.86024], [-1.34764, 1.23859, 2.85976], [-0.67895, -1.78557, 2.56433], [0.43415, -0.50643, 3.19071], [1.43863, -3.77548, -4.67611], [1.37942, -4.09373, -3.18863], [1.98617, -2.98780, -2.32770], [1.73243, -3.19755, -0.83522], [-0.08103, -3.01207, -0.22145], [-1.67871, -3.00788, -1.28596], [-1.68791, -2.06845, -2.49898], [-2.91871, -2.29235, -3.37941], [-2.88800, -3.63284, -4.10635], [0.97024, -4.56078, -5.26696], [2.47137, -3.68252, -5.01380], [0.93011, -2.83433, -4.90129], [1.90900, -5.02812, -2.98701], [0.33640, -4.27161, -2.89318], [1.61070, -2.01172, -2.64943], [3.06663, -2.96064, -2.48942], [2.34169, -2.56274, -0.19168], [1.95350, -4.23258, -0.53483], [-0.24483, -3.47725, 1.23522], [-2.53722, -2.84199, -0.63387], [-1.71649, -4.06315, -1.59649], [-0.79061, -2.23364, -3.10251], [-1.65877, -1.02932, -2.15393], [-2.97648, -1.48034, -4.10603], [-3.82200, -2.22031, -2.76569], [-1.94866, -3.76145, -4.64898], [-3.69776, -3.69845, -4.83055], [-3.00696, -4.47774, -3.42518]], "de_lowest_kcal_mol": 25.4, "homo_energy_ev": -16.34, "largest_force_ev_per_a": 0.9, "total_charge": 3, "lumo_energy_ev": -10.80}